This record from the OMol25 dataset describes a molecular structure, C55H59BiCl2Ge2O5S4. The level of theory is wB97M-V/def2-TZVPD.

CARTESIAN COORDINATES (ANGSTROEM)
Bi: -0.04223 -3.32205 0.98044
C: 6.00738 1.44193 1.94637
C: 4.57230 1.71687 2.28427
C: 3.97173 1.08568 3.37326
C: 2.65656 1.35205 3.72201
C: 2.03811 0.71742 4.94296
C: 1.92573 2.25483 2.94605
C: 2.48978 2.87275 1.83328
C: 1.72322 3.86439 0.98914
C: 3.81871 2.58691 1.51270
C: 0.54454 2.60764 3.39819
C: 0.44470 3.59495 4.38411
C: -0.78827 3.96310 4.89634
C: -1.92773 3.31935 4.44613
C: -1.84632 2.34052 3.44900
C: -0.59720 1.95396 2.90643
Ge: -0.52533 0.55605 1.51607
S: -0.13281 -1.36911 2.60300
S: 0.94219 0.68300 -0.17139
Ge: -0.67439 -0.37566 -1.34343
S: -0.87270 -2.59146 -1.24267
S: -2.27460 0.31636 0.11555
C: -0.69321 0.14671 -3.22939
C: 0.29652 -0.32303 -4.12635
C: 0.33276 0.09835 -5.45518
C: -0.61858 0.98194 -5.94348
C: -1.60425 1.44175 -5.09135
C: -1.64618 1.04141 -3.74679
C: -2.77991 1.60256 -2.95898
C: -3.91054 0.83452 -2.70773
C: -3.93243 -0.64578 -2.97688
C: -5.04185 1.45613 -2.19248
C: -5.05915 2.81303 -1.93361
C: -6.32503 3.51330 -1.52449
C: -3.89256 3.54512 -2.11725
C: -2.74103 2.95146 -2.60403
C: -1.46856 3.74523 -2.75321
C: 1.32450 -1.33476 -3.73153
C: 1.05129 -2.68465 -3.97024
C: -0.24782 -3.11546 -4.59539
C: 2.01870 -3.62549 -3.63774
C: 3.26024 -3.23760 -3.13338
C: 4.32492 -4.27292 -2.86907
C: 3.51519 -1.88648 -2.95127
C: 2.55856 -0.91565 -3.24457
C: 2.88029 0.54932 -3.09903
C: -3.11476 1.72601 2.97781
C: -3.81101 2.33944 1.94086
C: -3.28754 3.55964 1.22651
C: -5.00839 1.76604 1.52753
C: -5.52480 0.63196 2.13537
C: -6.81446 0.02134 1.65051
C: -4.81712 0.06120 3.19452
C: -3.61763 0.58831 3.62581
C: -2.88442 -0.01064 4.79789
H: 6.31998 0.46299 2.31184
H: 6.66779 2.18427 2.41170
H: 6.17569 1.47958 0.86354
H: 4.54976 0.39993 3.98426
H: 2.70682 -0.02344 5.38673
H: 1.08869 0.21933 4.71770
H: 1.81161 1.45489 5.71602
H: 0.65395 3.84503 1.17189
H: 1.89564 3.66043 -0.07151
H: 2.07945 4.88191 1.18887
H: 4.25787 3.06830 0.63714
H: 1.36235 4.06059 4.74048
H: -0.86070 4.72226 5.66770
H: -2.90313 3.57455 4.84999
H: 1.11275 -0.30562 -6.09921
H: -0.60588 1.29912 -6.98420
H: -2.36236 2.13287 -5.44616
H: -3.35116 -0.91115 -3.86681
H: -4.95415 -0.99018 -3.12538
H: -3.51937 -1.21759 -2.13493
H: -5.93820 0.86448 -2.02807
H: -7.05812 2.81220 -1.12296
H: -6.78170 4.04651 -2.36975
H: -6.13637 4.26571 -0.75470
H: -3.88409 4.60579 -1.86204
H: -1.52857 4.67864 -2.19068
H: -1.24699 3.98410 -3.80062
H: -0.61540 3.18628 -2.36189
H: -0.42037 -2.60960 -5.55627
H: -1.11727 -2.87362 -3.98161
H: -0.24985 -4.18877 -4.77821
H: 1.79723 -4.68459 -3.77597
H: 3.91014 -5.20763 -2.48529
H: 5.06936 -3.91495 -2.15943
H: 4.86232 -4.52540 -3.79365
H: 4.48901 -1.56551 -2.58394
H: 3.86117 0.67237 -2.63378
H: 2.14231 1.06870 -2.48663
H: 2.87374 1.06109 -4.06303
H: -2.34934 3.91809 1.65805
H: -4.00825 4.38123 1.27156
H: -3.10504 3.31763 0.18324
H: -5.54821 2.22293 0.70067
H: -7.42140 0.75191 1.11711
H: -7.40894 -0.36965 2.48065
H: -6.62141 -0.83131 0.97773
H: -5.22016 -0.81556 3.69247
H: -3.42755 -0.86248 5.20708
H: -2.71818 0.71410 5.60528
H: -1.90568 -0.37277 4.49800
Cl: 7.36962 -4.61064 0.73857
C: 5.73061 -4.04557 0.59739
C: 5.49480 -2.68037 0.47525
C: 4.20445 -2.22284 0.38267
Cl: 3.89854 -0.53679 0.26265
C: 3.08546 -3.09284 0.38091
O: 1.88200 -2.58067 0.34096
C: 3.37703 -4.46539 0.40990
C: 2.37846 -5.49607 0.20378
O: 1.20949 -5.31685 -0.12077
C: 4.68755 -4.92998 0.55849
H: 6.32172 -1.97933 0.47300
H: 2.74914 -6.52466 0.29778
H: 4.88460 -5.99980 0.58330
O: 1.68221 -4.52301 2.92139
H: 2.24718 -3.80051 3.27784
H: 1.58697 -5.17444 3.62154
O: 2.86757 -2.24715 3.67849
H: 2.04260 -1.74075 3.75382
H: 3.29126 -1.83712 2.90537
O: -0.67762 -5.93987 -2.25842
H: -0.88539 -5.01260 -2.42214
H: -0.02316 -5.90255 -1.55594

Total charge: 0
Kohn-Sham gap (eV): 7.720
Energy relative to the best compared isomer or geometry (same formula, charge and spin) (kJ/mol): 0.00
E (eV): -255496.980
LUMO level (hartree): -0.02077

Atomic partial charges in e from the Löwdin method, atoms 1 to 6: 1.293, -0.076, -0.330, -0.024, -0.204, -0.037